[1]
C8H14N2O3 | ωB97M-V/def2-TZVPD

Each line ends with the natural charge from an NBO analysis.
Element x y z (Å)
C 0.6593 -2.1787 -2.1373  -0.60
C 0.3933 -0.6747 -1.8706  -0.14
N 1.2027 -0.0799 -0.8089  -0.61
C 1.3502 -0.4100 0.4727  0.65
O 1.7302 -1.4474 1.0153  -0.60
C 1.0305 0.7589 1.4160  -0.15
C 0.0408 0.2344 2.6055  -0.39
C -1.3234 0.4557 1.8371  -0.44
C -1.0441 1.9454 1.3175  -0.23
N 0.3358 1.7962 0.7098  -0.70
C -1.0797 -0.3132 -1.6624  0.77
O -1.9385 -1.1278 -1.8997  -0.58
O -1.2745 0.8095 -1.0958  -0.69
H 0.0723 -2.4178 -3.0090  0.23
H 0.4218 -2.8637 -1.2493  0.23
H 1.6982 -2.1029 -2.2669  0.21
H 0.6566 -0.2157 -2.7198  0.20
H 1.0410 0.8803 -0.8712  0.38
H 1.9869 1.1503 1.9374  0.22
H 0.3517 -0.7617 2.8730  0.24
H 0.2831 0.8800 3.4659  0.19
H -2.1865 0.3029 2.5654  0.24
H -1.1052 -0.4048 1.2449  0.23
H -0.9531 2.6140 2.2133  0.20
H -1.8093 2.2799 0.5263  0.23
H 0.9666 2.5744 0.7496  0.39
H -0.4917 1.2907 -0.7956  0.51

Calculated values
- spin multiplicity = 1
- HOMO (eV) = -9.51
- LUMO level (eV) = 0.43
- SMILES = C[C@H](NC(=O)[C@@H]1CCCN1)C(=O)O
- strongest force on any atom (eV/A) = 4.19
- energy relative to the best compared isomer or geometry (same formula, charge and spin) (eV) = 2.718

=====

[2]
C8H14N2OS | ωB97M-V/def2-TZVPD

Each line ends with the natural charge from an NBO analysis.
Element x y z (Å)
C 0.5848 -3.1993 1.5726  -0.44
N 0.3090 -2.1028 0.7087  -0.36
C 0.0734 -2.2969 -0.6732  -0.22
C -0.1582 -1.0466 -1.1770  0.46
O -0.3776 -0.7297 -2.4756  -0.65
N 0.0007 -0.0773 -0.1877  -0.42
C -0.0731 1.3469 -0.1711  0.18
C 0.1519 1.8097 -1.7049  -0.61
C -1.5902 1.7968 0.2225  -0.63
C 0.8686 2.1358 0.7569  -0.62
C 0.2352 -0.7929 1.0188  0.27
S 0.6045 -0.2620 2.5597  -0.30
H 1.3188 -3.9647 1.2356  0.21
H 0.9465 -2.7084 2.5453  0.26
H -0.3163 -3.6560 1.9070  0.21
H 0.0948 -3.2692 -1.0858  0.23
H -0.6684 -1.5816 -2.8125  0.49
H 1.0851 1.3543 -2.0213  0.21
H -0.6365 1.5074 -2.4439  0.23
H 0.1489 2.8469 -1.7152  0.20
H -1.6824 1.7387 1.3204  0.22
H -2.5134 1.3335 -0.1271  0.22
H -1.6694 2.7869 -0.0873  0.20
H 0.3584 2.5958 1.6347  0.23
H 1.7607 1.5409 1.0533  0.25
H 1.1443 2.8936 0.1471  0.20

Calculated values
- spin multiplicity = 1
- HOMO (eV) = -7.24
- LUMO level (eV) = 0.44
- SMILES = Cn1cc(O)n(C(C)(C)C)c1=S
- strongest force on any atom (eV/A) = 4.64
- energy relative to the best compared isomer or geometry (same formula, charge and spin) (eV) = 1.532

=====

[3]
C8H14N3 | ωB97M-V/def2-TZVPD

Each line ends with the natural charge from an NBO analysis.
Element x y z (Å)
C -3.1253 0.7952 0.1994  -0.02
C -1.6999 0.7645 0.2045  -0.21
C -1.3907 -0.5248 -0.1067  0.20
C -0.7153 1.8538 0.3021  -0.42
C 0.6144 1.5023 -0.5040  -0.18
C 0.4918 -0.9949 -0.4623  0.02
C 0.7244 -2.1853 0.3458  -0.69
C 2.7864 0.3544 -0.0241  -0.41
N -3.5992 -0.4079 -0.0693  -0.20
N -2.5154 -1.2490 -0.2351  -0.38
N 1.2493 0.2320 0.0107  -0.36
H -3.7613 1.5637 0.3561  0.22
H -0.9758 2.6807 -0.2358  0.24
H -0.6140 1.9492 1.4133  0.24
H 0.5799 1.3111 -1.5044  0.21
H 1.2223 2.2788 -0.3640  0.21
H 0.6336 -1.2087 -1.4803  0.22
H 1.6500 -2.5850 0.5421  0.24
H 0.2224 -2.9890 0.0240  0.25
H 0.3941 -2.0982 1.3053  0.23
H 3.1375 0.0017 -1.0436  0.24
H 3.1355 1.3435 -0.0375  0.24
H 3.1649 -0.2447 0.7976  0.24
H -2.5419 -2.2241 -0.3472  0.42
H 0.9324 0.0810 0.9135  0.42

Calculated values
- spin multiplicity = 1
- charge = +1
- HOMO (eV) = -12.78
- LUMO level (eV) = -2.92
- strongest force on any atom (eV/A) = 5.18
- energy relative to the best compared isomer or geometry (same formula, charge and spin) (eV) = 5.132

=====

[4]
C8H14N4S | ωB97M-V/def2-TZVPD

Each line ends with the natural charge from an NBO analysis.
Element x y z (Å)
C -2.8782 -1.2871 -3.6246  -0.70
S -1.0401 -1.3856 -3.2700  0.24
C -0.9747 -0.5990 -1.7490  0.15
N -2.0162 -0.1619 -1.0503  -0.33
N -1.4891 0.5404 0.0227  -0.29
C -0.1782 0.4868 -0.0100  0.31
C 0.8110 1.1612 0.8726  -0.11
C 0.1855 1.6674 2.1639  -0.43
C 0.3859 0.5063 3.2110  -0.43
C 1.1947 -0.5178 2.3964  -0.24
N 1.8262 0.1989 1.3127  -0.61
N 0.1975 -0.2291 -1.1376  -0.37
C 1.5219 -0.5814 -1.7190  -0.43
H -3.2752 -0.2870 -3.5361  0.24
H -2.9972 -1.6785 -4.6434  0.23
H -3.4559 -1.8742 -2.8590  0.24
H 1.2623 1.9407 0.2421  0.22
H -0.8807 1.9693 2.0415  0.25
H 0.6229 2.6454 2.4537  0.21
H 0.9432 0.8974 4.0659  0.20
H -0.5095 0.0001 3.6358  0.22
H 0.5392 -1.2556 1.9441  0.20
H 1.9965 -0.9703 3.0415  0.21
H 2.6019 0.7240 1.7570  0.35
H 1.4943 -1.6021 -2.1267  0.22
H 1.8007 0.1811 -2.4729  0.21
H 2.3115 -0.4895 -0.9623  0.25

Calculated values
- spin multiplicity = 1
- HOMO (eV) = -8.26
- LUMO level (eV) = 0.73
- SMILES = CSc1nnc([C@H]2CCCN2)n1C
- strongest force on any atom (eV/A) = 2.27
- energy relative to the best compared isomer or geometry (same formula, charge and spin) (eV) = 0.206

=====

[5]
C8H14N4S2 | ωB97M-V/def2-TZVPD

Each line ends with the natural charge from an NBO analysis.
Element x y z (Å)
C -3.0081 -0.6108 -0.8433  -0.61
C -1.5860 0.1827 -0.6605  -0.16
C -1.5149 1.5813 -0.1868  -0.64
C -0.6502 -0.6697 0.2962  -0.19
C -0.8569 -0.6859 1.7532  -0.17
C 0.2937 -0.2635 2.3212  -0.09
N 1.2521 -0.1210 1.3285  -0.17
N 0.7207 -0.3780 0.1744  -0.17
H -2.7099 -1.6366 -1.1266  0.21
H -3.7731 -0.1723 -1.5008  0.23
H -3.3513 -0.6331 0.2211  0.20
H -1.0614 0.1180 -1.5884  0.21
H -1.0107 1.7162 0.7865  0.22
H -2.6176 1.8636 -0.0387  0.21
H -0.9624 2.1843 -0.9355  0.23
H -0.7171 -1.6874 -0.0181  0.26
H -1.6791 -1.0608 2.2823  0.22
H 0.6123 -0.0739 3.2220  0.20
N 3.2644 -0.7158 -1.3793  -0.80
C 4.1552 -0.9101 -0.4156  0.25
S 5.0264 -2.2333 -0.0700  -0.19
N 4.2743 0.1288 0.5736  -0.60
C 3.8913 1.3936 0.6151  -0.04
S 2.8879 2.2032 -0.4513  -0.16
H 3.0994 -1.5735 -1.8966  0.41
H 2.4384 0.0096 -1.2283  0.46
H 5.0818 -0.1303 1.1305  0.43
H 4.1777 2.0494 1.5527  0.22

Calculated values
- spin multiplicity = 1
- HOMO (eV) = -8.38
- LUMO level (eV) = -0.23
- SMILES = CC(C)[C@@H]1C=CN=N1.NC(=S)NC=S
- strongest force on any atom (eV/A) = 5.62
- energy relative to the best compared isomer or geometry (same formula, charge and spin) (eV) = 2.514

=====

[6]
C8H14N6O | ωB97M-V/def2-TZVPD

Each line ends with the natural charge from an NBO analysis.
Element x y z (Å)
C 3.1874 -0.7665 1.1903  -0.74
C 2.7242 -0.2922 -0.3382  0.70
O 3.6291 0.2538 -1.1600  -0.56
N 1.2493 -0.4693 -0.6957  -0.68
C 0.9910 -1.7714 -1.4213  -0.23
C -0.4690 -2.4687 -1.0304  -0.43
C -1.6991 -1.3938 -0.8914  -0.43
C -1.9613 -0.8877 0.6797  -0.45
C -1.7133 0.7723 0.6997  0.30
N -2.6073 1.5019 -0.1468  -0.17
N -2.3862 2.7891 -0.1666  -0.20
C -1.2941 3.2042 0.6635  0.45
N -0.9966 4.7229 0.6003  -0.80
N -0.4273 2.4769 1.5431  -0.20
N -0.6498 1.1899 1.5616  -0.19
H 2.3967 -1.5901 1.5130  0.21
H 3.0071 0.1453 1.9220  0.26
H 4.2748 -1.2004 1.2324  0.26
H 0.7820 -0.5991 0.2504  0.37
H 1.8272 -2.5951 -1.2245  0.19
H 1.0226 -1.5583 -2.5920  0.21
H -0.7377 -3.1777 -1.9474  0.23
H -0.3728 -3.2049 -0.0984  0.21
H -2.7108 -1.9517 -1.1920  0.23
H -1.4805 -0.4767 -1.6063  0.24
H -3.0855 -1.0653 0.9729  0.24
H -1.2719 -1.4546 1.4363  0.23
H 0.0401 4.8384 0.6277  0.38
H -1.2685 5.0286 -0.3817  0.38

Calculated values
- spin multiplicity = 1
- HOMO (eV) = -9.67
- LUMO level (eV) = -0.91
- SMILES = CC(=O)NCCCCc1nnc(N)nn1
- strongest force on any atom (eV/A) = 8.30

=====

[7]
C8H14N6O3 | ωB97M-V/def2-TZVPD

Each line ends with the natural charge from an NBO analysis.
Element x y z (Å)
C 2.6766 2.1902 -2.0024  -0.26
O 2.9683 1.2645 -0.9233  -0.45
C 1.9328 1.0574 -0.1081  0.69
N 0.8403 1.7763 -0.3736  -0.50
C -0.2438 1.6216 0.3872  0.16
C -0.1278 0.7058 1.4288  -0.10
C 1.0952 -0.0420 1.6552  0.30
N 0.9768 -0.9147 2.7228  -0.11
O -0.3144 -0.7570 3.1708  -0.16
N -1.0266 0.2873 2.3586  0.41
O -2.1766 0.5608 2.6521  -0.35
N 2.1318 0.1524 0.8654  -0.47
H 3.6022 2.2585 -2.5583  0.20
H 1.8822 1.8013 -2.6467  0.19
H 2.3931 3.1727 -1.6129  0.20
H -1.1857 2.1396 0.2187  0.23
C -3.2609 4.0278 2.4093  -0.42
N -2.5087 5.2324 2.6728  -0.49
N -1.2470 5.1270 1.9886  -0.31
C -0.8981 6.4878 1.6049  -0.42
C -0.2807 4.4988 2.8754  -0.42
H -4.1463 4.0484 3.0443  0.20
H -3.5762 4.0366 1.3583  0.17
H -2.6473 3.1448 2.6037  0.20
H -3.0014 6.0269 2.2371  0.35
H 0.0421 6.4947 1.0477  0.21
H -1.7207 6.8386 0.9680  0.19
H -0.8176 7.1483 2.4879  0.17
H 0.6842 4.4146 2.3562  0.20
H -0.1193 5.0970 3.7921  0.18
H -0.6160 3.4922 3.1549  0.20

Calculated values
- spin multiplicity = 1
- HOMO (eV) = -8.17
- LUMO level (eV) = -1.78
- SMILES = COc1ncc2c(no[n+]2[O-])n1.CNN(C)C
- strongest force on any atom (eV/A) = 3.11
- energy relative to the best compared isomer or geometry (same formula, charge and spin) (eV) = 6.549

=====

[8]
C8H14NO3P | ωB97M-V/def2-TZVPD

Each line ends with the natural charge from an NBO analysis.
Element x y z (Å)
C -2.3821 -1.0022 3.3341  -0.30
C -1.5468 0.0329 2.9073  -0.29
C -1.9884 -2.1207 2.6885  0.08
C -0.7780 -0.4679 1.9347  0.26
C 2.0208 0.2610 -3.3576  -0.62
C 1.2781 -0.7368 -2.3937  -0.41
C 1.6420 -0.3768 -0.9491  -0.21
C 0.2532 0.0388 1.0815  -0.10
N 0.5867 -0.7500 0.0078  -0.61
O -2.4822 1.9944 0.5446  -1.08
O -0.7676 2.0862 -1.2380  -1.01
O -0.9791 -1.8239 1.7868  -0.43
P -1.0252 1.9436 0.3575  1.63
H -3.0556 -0.9726 4.2002  0.23
H -1.5763 1.1337 3.1441  0.24
H -2.3334 -3.1089 2.9086  0.21
H 1.9013 1.3245 -2.9676  0.19
H 3.1331 0.2094 -3.4698  0.22
H 1.5376 0.0654 -4.3352  0.23
H 1.4386 -1.7669 -2.5038  0.22
H 0.1466 -0.5234 -2.3775  0.20
H 2.6093 -1.0011 -0.7207  0.19
H 2.0234 0.7053 -1.0177  0.18
H 0.9874 0.6412 1.5834  0.23
H 0.1290 2.0988 -1.5769  0.49
H -0.3593 -1.1056 -0.3000  0.40
H -0.4131 3.2214 0.7288  -0.15

Calculated values
- spin multiplicity = 1
- HOMO (eV) = -7.67
- LUMO level (eV) = 0.68
- strongest force on any atom (eV/A) = 3.53
- energy relative to the best compared isomer or geometry (same formula, charge and spin) (eV) = 2.065

=====

[9]
C8H14NO3P | ωB97M-V/def2-TZVPD

Each line ends with the Mulliken spin population.
Element x y z (Å)
C -3.0684 2.6644 -2.4303  -0.08
C -2.5165 1.8451 -1.4420  0.24
C -1.9924 3.0714 -3.1683  0.20
C -1.2006 1.7163 -1.6476  0.13
C 1.1371 -2.5319 2.0031  0.00
C 0.0541 -1.8970 1.1012  0.02
C 0.5610 -0.4274 0.7610  0.00
C -0.1540 1.0238 -0.9909  0.35
N -0.4358 0.1086 -0.0580  0.15
O 1.8874 2.6145 -2.2359  0.00
O 2.2279 0.0864 -1.8711  -0.02
O -0.8424 2.4449 -2.7904  0.04
P 1.5206 1.5234 -1.2721  0.10
H -4.1277 2.9171 -2.5187  0.00
H -3.0999 1.3000 -0.7848  0.03
H -1.8094 3.8446 -3.9725  0.00
H 1.3086 -1.8365 2.8223  0.00
H 0.9091 -3.5318 2.3454  0.00
H 2.0585 -2.5929 1.5105  0.00
H -0.8267 -1.6372 1.7308  0.00
H -0.1768 -2.5891 0.2132  0.00
H 0.6879 0.0187 1.8118  0.00
H 1.4812 -0.4147 0.2796  -0.01
H 0.1539 2.6845 -0.0564  0.85
H 2.9084 0.4033 -2.4012  0.00
H -1.4124 0.2106 0.3788  0.00
H 2.1844 1.6746 -0.0699  0.00

Calculated values
- spin multiplicity = 3
- HOMO (alpha / beta) (eV) = -6.28 / -8.80
- LUMO level (alpha / beta) (eV) = 0.74 / -1.92
- strongest force on any atom (eV/A) = 4.33
- energy relative to the best compared isomer or geometry (same formula, charge and spin) (eV) = 0.000

=====

[10]
C8H14NS | ωB97M-V/def2-TZVPD

Each line ends with the natural charge from an NBO analysis.
Element x y z (Å)
C 2.4403 1.2665 3.0261  -0.68
S 0.7493 0.9849 2.3614  0.19
C 1.0755 1.1135 0.6451  -0.29
C 0.3268 0.4021 -0.1686  -0.07
C -0.6947 -0.6451 -0.0941  0.02
N -1.9473 -0.4655 0.6816  -0.66
C -0.3121 -1.9956 -0.5432  -0.40
C 0.2951 -1.3940 -1.8729  -0.39
C -0.2519 0.0230 -1.4025  0.01
C -1.1699 0.8615 -2.2119  -0.62
H 2.3093 0.9325 4.0184  0.25
H 2.5522 2.4782 2.9271  0.24
H 3.0094 0.7719 2.2906  0.23
H 1.8775 1.8270 0.3317  0.25
H -2.5533 0.2181 0.3140  0.44
H -1.6734 -0.1074 1.5639  0.45
H -2.4622 -1.3756 0.7677  0.45
H -1.1981 -2.7044 -0.8066  0.22
H 0.3849 -2.4053 0.0780  0.22
H 1.3813 -1.4301 -2.0754  0.23
H -0.0206 -1.8315 -2.8362  0.24
H -2.0891 0.4643 -2.5716  0.23
H -0.6014 1.3388 -3.0019  0.25
H -1.4278 1.6722 -1.4208  0.20

Calculated values
- spin multiplicity = 1
- charge = +1
- HOMO (eV) = -11.93
- LUMO level (eV) = -3.28
- SMILES = CS/C=C1\[C@]2([NH3+])CC[C@]12C
- strongest force on any atom (eV/A) = 5.10
- energy relative to the best compared isomer or geometry (same formula, charge and spin) (eV) = 3.733

=====

[11]
C8H14O | ωB97M-V/def2-TZVPD

Each line ends with the natural charge from an NBO analysis.
Element x y z (Å)
C -0.2392 -0.4883 -2.7433  -0.36
C 0.0903 -1.1045 -1.6214  -0.21
C 0.1929 -0.5912 -0.2314  -0.11
C -0.9363 -0.6075 0.5076  -0.12
C -2.3343 -1.1010 0.2844  -0.66
C 1.2834 0.3352 0.1170  0.01
C 1.1050 1.6565 0.2277  -0.39
C 2.7431 -0.1487 -0.1498  -0.65
H -0.0960 0.5380 -3.0289  0.20
H -0.6026 -1.1132 -3.5463  0.19
H -0.1136 -2.1891 -1.6782  0.20
H -0.8733 -0.3235 1.5629  0.19
H -2.4494 -1.2522 -0.7797  0.22
H -2.4208 -1.9339 1.0122  0.23
H -3.0399 -0.3281 0.5567  0.22
H 0.0886 2.0991 0.1691  0.18
H 1.8518 2.3857 0.5549  0.20
H 3.4643 0.0546 0.6343  0.23
H 2.6597 -1.2374 -0.2906  0.21
H 2.9220 0.3763 -1.0978  0.23
O -1.2337 1.6155 2.8845  -0.93
H -1.3219 1.9033 1.9694  0.47
H -1.7018 0.7674 2.9271  0.46

Calculated values
- spin multiplicity = 1
- HOMO (eV) = -8.81
- LUMO level (eV) = 0.85
- SMILES = C=C/C(=C\C)C(=C)C.O
- strongest force on any atom (eV/A) = 2.07
- energy relative to the best compared isomer or geometry (same formula, charge and spin) (eV) = 2.570

=====

[12]
C8H14O | ωB97M-V/def2-TZVPD

Each line ends with the natural charge from an NBO analysis.
Element x y z (Å)
C -1.5631 0.8922 -0.6884  0.14
C -1.9578 1.1197 0.7732  -0.62
O -0.8187 1.8768 -1.1975  -0.70
C -0.8337 -0.5894 -0.7372  -0.10
C -1.2716 -1.7354 -0.7340  -0.17
H 0.2471 1.4223 -1.5722  0.41
H -2.4545 0.6970 -1.2992  0.17
H -1.0762 1.2043 1.4079  0.20
H -2.5147 2.0557 0.8382  0.22
H -2.5833 0.3014 1.1342  0.21
H -1.5642 -2.7572 -0.7317  0.24
C 1.4810 -0.1730 0.7417  -0.45
C 1.0391 -1.2809 1.6931  -0.61
C 1.1096 -0.3597 -0.7178  -0.02
C 1.3913 0.7086 -1.6127  -0.68
H 2.5752 -0.1055 0.7605  0.23
H 1.1166 0.8001 1.0792  0.22
H 1.3048 -1.3579 -1.0854  0.22
H -0.0451 -1.3141 1.7934  0.22
H 1.3741 -2.2582 1.3372  0.20
H 1.4633 -1.1220 2.6860  0.21
H 1.9930 1.5254 -1.2208  0.24
H 1.5877 0.4499 -2.6479  0.23

Calculated values
- spin multiplicity = 1
- HOMO (alpha / beta) (eV) = -8.17 / -8.17
- LUMO level (alpha / beta) (eV) = -0.52 / -0.52
- strongest force on any atom (eV/A) = 1.36
- energy relative to the best compared isomer or geometry (same formula, charge and spin) (eV) = 4.943

=====

E_tot list, top to bottom, in eV: -17644.1033 -24384.5607 -12982.7783 -25317.9933 -36150.9002 -19504.0822 -23599.1982 -25442.1612 -25439.2976 -20838.0887 -10567.4742 -10565.1008